No. 1
{"formula": "C4H12NO2S", "method": "wB97M-V/def2-TZVPD", "species": ["C", "C", "C", "C", "N", "O", "O", "S", "H", "H", "H", "H", "H", "H", "H", "H", "H", "H", "H", "H"], "coordinates": [[-0.846, 1.623, -0.429], [-0.784, 0.278, 1.747], [-0.229, 0.547, 0.399], [0.205, -1.577, -1.023], [1.201, 0.961, 0.618], [1.337, -1.848, -0.391], [-0.790, -2.323, -0.748], [0.405, -0.961, -2.702], [-1.860, 1.504, -0.321], [-0.575, 1.705, -1.575], [-0.566, 2.566, 0.115], [-0.457, 1.141, 2.335], [-1.907, 0.115, 1.713], [-0.409, -0.685, 2.271], [1.257, 1.915, 1.134], [1.668, 0.865, -0.271], [1.718, 0.231, 1.283], [2.138, -1.786, -1.009], [-0.753, -2.977, -0.047], [-0.752, -1.293, -3.099]], "lowdin_charge": [-0.09, -0.09, -0.47, -0.79, 0.12, 0.01, 0.11, 0.94, 0.05, 0.11, 0.10, 0.08, 0.11, 0.11, 0.19, 0.13, 0.21, 0.16, 0.16, -0.13], "orbital_gap_ev": 7.7, "total_energy_ha": -762.6520, "e_homo_ev": -11.21, "de_lowest_kcal_mol": 99.8, "charge": 1}

---

No. 2
{"formula": "C4H12NO3", "method": "wB97M-V/def2-TZVPD", "species": ["C", "O", "C", "C", "C", "O", "N", "H", "H", "H", "H", "H", "H", "H", "H", "H", "H", "H", "H", "O"], "coordinates": [[-0.227, 0.524, 2.548], [1.056, 0.473, 3.187], [-0.162, 0.716, 0.985], [-1.428, 0.261, 0.139], [-1.201, 0.517, -1.368], [-0.006, -0.179, -1.839], [1.064, 0.042, 0.504], [-0.878, -0.276, 2.937], [-0.620, 1.288, 3.187], [1.611, 0.840, 2.475], [0.104, 1.833, 0.878], [-1.521, -0.836, 0.235], [-2.364, 0.765, 0.333], [-1.875, 0.126, -2.127], [-1.024, 1.595, -1.654], [1.039, 0.223, -0.566], [0.831, -1.045, 0.435], [0.185, -1.395, -2.829], [1.446, -1.691, -3.771], [0.612, -2.037, -3.497]], "lowdin_charge": [-0.25, -0.13, -0.37, -0.16, -0.35, -0.42, -0.03, 0.10, 0.08, 0.06, 0.15, 0.11, 0.08, 0.08, 0.09, 0.05, 0.12, -0.02, -0.03, -0.16], "orbital_gap_ev": 7.3, "total_energy_ha": -440.0424, "e_homo_ev": -3.46, "de_lowest_kcal_mol": 41.3, "charge": -1}

---

No. 3
{"formula": "C4H12NO3", "method": "wB97M-V/def2-TZVPD", "species": ["C", "C", "C", "O", "N", "C", "O", "H", "H", "H", "H", "H", "H", "H", "H", "H", "H", "H", "H", "O"], "coordinates": [[1.423, 0.653, -0.550], [0.512, 0.524, -1.964], [-0.955, 0.094, -1.646], [-1.716, 1.082, -1.266], [1.616, -0.570, 0.292], [0.616, -0.640, 1.413], [-0.645, -0.626, 1.038], [2.401, 0.857, -0.997], [1.024, 1.311, 0.141], [0.727, 1.416, -2.612], [0.971, -0.319, -2.601], [-1.462, -0.553, -2.443], [-0.860, -0.831, -1.073], [-1.200, 1.480, -0.455], [1.636, -1.434, -0.257], [0.842, -1.675, 1.939], [0.874, 0.268, 2.109], [-1.574, -0.756, 2.237], [-1.981, 0.247, 3.561], [-2.252, -0.529, 3.133]], "lowdin_charge": [-0.16, -0.11, -0.43, -0.03, 0.01, -0.39, -0.06, 0.11, 0.07, 0.11, 0.12, 0.14, 0.09, 0.16, 0.12, 0.17, 0.15, 0.09, -0.03, -0.12], "orbital_gap_ev": [10.7, 6.5], "total_energy_ha": -439.8851, "e_homo_ev": [-9.96, -9.76], "de_lowest_kcal_mol": 66.5, "multiplicity": 2}

---

No. 4
{"formula": "C4H12NO3", "method": "wB97M-V/def2-TZVPD", "species": ["C", "C", "C", "C", "O", "O", "N", "H", "H", "H", "H", "H", "H", "H", "H", "H", "H", "H", "H", "O"], "coordinates": [[-0.276, 2.020, -0.943], [-0.124, 0.533, -0.569], [-1.289, -0.318, -1.002], [-1.005, -1.801, -1.118], [0.209, -2.141, -0.664], [-1.803, -2.578, -1.550], [0.049, 0.440, 0.937], [-1.320, 2.291, -0.958], [0.163, 2.655, -0.199], [0.318, 2.293, -1.802], [0.805, 0.219, -0.995], [-2.232, -0.194, -0.475], [-1.618, 0.011, -1.968], [0.317, -3.105, -0.706], [0.616, -0.312, 1.369], [0.328, 1.320, 1.362], [-0.816, 0.182, 1.402], [2.860, -1.181, 2.908], [2.642, 0.196, 2.267], [2.176, -0.529, 2.703]], "lowdin_charge": [-0.01, -0.30, -0.05, -0.52, 0.11, 0.15, 0.22, 0.09, 0.07, 0.10, 0.14, 0.15, 0.14, 0.15, 0.13, 0.16, 0.17, 0.07, 0.05, -0.05], "orbital_gap_ev": 10.8, "total_energy_ha": -439.8565, "e_homo_ev": -14.27, "de_lowest_kcal_mol": 11.3, "charge": 1}

---

No. 5
{"formula": "C4H12NO3", "method": "wB97M-V/def2-TZVPD", "species": ["O", "C", "C", "C", "C", "O", "N", "H", "H", "H", "H", "H", "H", "H", "H", "H", "H", "H", "H", "O"], "coordinates": [[1.231, 0.783, 2.566], [0.464, -0.053, 2.189], [0.197, -0.158, 0.619], [-1.109, 0.644, 0.318], [-2.253, -0.315, 0.337], [-0.787, 1.087, -1.036], [1.427, 0.291, -0.025], [0.001, -0.860, 2.761], [0.126, -1.247, 0.504], [-1.212, 1.512, 0.974], [-2.054, -1.228, -0.234], [-2.430, -0.765, 1.324], [-3.210, 0.082, 0.020], [-1.579, 1.516, -1.367], [1.854, -0.475, -0.563], [2.082, 0.650, 0.690], [1.290, 1.071, -0.673], [2.547, -1.369, -2.807], [1.461, -0.461, -3.192], [1.954, -0.704, -2.407]], "lowdin_charge": [0.10, -0.15, -0.20, -0.33, -0.03, -0.04, 0.20, 0.14, 0.16, 0.16, 0.10, 0.10, 0.10, 0.11, 0.13, 0.17, 0.16, 0.09, 0.07, -0.04], "orbital_gap_ev": 11.2, "total_energy_ha": -439.8220, "e_homo_ev": -14.56, "de_lowest_kcal_mol": 33.0, "charge": 1}

---

No. 6
{"formula": "C4H12NO3S", "method": "wB97M-V/def2-TZVPD", "species": ["O", "C", "O", "C", "C", "C", "S", "N", "H", "H", "H", "H", "H", "H", "H", "H", "H", "H", "H", "H", "O"], "coordinates": [[1.918, -0.440, -1.773], [1.422, -0.707, -0.718], [1.840, -1.648, 0.121], [0.168, -0.058, -0.194], [-0.881, -1.137, -0.209], [-2.366, -0.806, -0.197], [-2.728, 0.986, -0.630], [0.321, 0.408, 1.245], [2.699, -2.049, -0.087], [-0.071, 0.737, -0.911], [-0.794, -1.782, 0.669], [-0.746, -1.710, -1.185], [-2.735, -1.486, -0.988], [-3.060, -0.963, 0.643], [-3.126, 0.660, -1.877], [-0.429, 0.214, 1.912], [0.590, 1.407, 1.284], [1.179, -0.103, 1.545], [2.770, 2.618, 1.023], [1.968, 3.358, -0.053], [2.062, 2.502, 0.380]], "lowdin_charge": [0.18, -0.53, 0.13, -0.25, -0.23, -0.49, 0.71, 0.25, 0.16, 0.13, 0.13, 0.16, 0.09, 0.07, -0.12, 0.18, 0.14, 0.17, 0.07, 0.07, -0.03], "orbital_gap_ev": 9.3, "total_energy_ha": -838.0226, "e_homo_ev": -12.73, "de_lowest_kcal_mol": 11.8, "charge": 1}

---

No. 7
{"formula": "C4H12NO4", "method": "wB97M-V/def2-TZVPD", "species": ["C", "O", "C", "C", "C", "O", "N", "H", "H", "H", "H", "H", "H", "H", "H", "H", "H", "O", "H", "H", "O"], "coordinates": [[-1.324, 0.074, 0.218], [-0.820, 1.239, -0.343], [-0.236, -0.965, 0.497], [1.100, -0.735, -0.238], [2.234, -1.448, 0.431], [2.384, -2.647, 0.439], [-0.786, -2.327, 0.360], [-1.813, 0.282, 1.176], [-2.116, -0.320, -0.432], [0.041, -0.893, 1.547], [1.035, -0.926, -1.313], [1.212, 0.340, -0.149], [2.960, -0.766, 0.900], [-0.151, -3.002, 0.773], [-0.874, -2.554, -0.621], [0.480, 2.946, 1.384], [-0.528, 1.834, 0.680], [0.014, 2.161, 1.727], [-1.520, 2.514, -2.858], [-0.619, 2.368, -1.650], [-0.672, 2.825, -2.529]], "lowdin_charge": [-0.30, -0.28, -0.37, -0.13, -0.27, 0.02, 0.03, 0.11, 0.10, 0.13, 0.13, 0.10, 0.12, 0.05, 0.06, -0.04, -0.02, -0.32, 0.01, 0.00, -0.12], "orbital_gap_ev": 8.1, "total_energy_ha": -515.3393, "e_homo_ev": -4.46, "de_lowest_kcal_mol": 60.4, "charge": -1}

---

No. 8
{"formula": "C4H12NO4S", "method": "wB97M-V/def2-TZVPD", "species": ["O", "C", "N", "C", "O", "C", "C", "S", "H", "H", "H", "H", "H", "H", "H", "H", "H", "H", "O", "H", "H", "O"], "coordinates": [[-2.750, 0.255, -1.327], [-1.679, 0.207, -0.707], [-1.170, 1.307, -0.113], [0.001, 1.506, 0.838], [0.692, 0.394, 1.117], [-0.967, -1.110, -0.518], [-1.285, -1.687, 0.863], [-0.310, -3.163, 1.257], [-1.742, 2.125, -0.274], [0.602, 2.289, 0.345], [-0.475, 1.954, 1.732], [-1.311, -1.792, -1.283], [0.104, -0.987, -0.611], [-1.059, -0.944, 1.606], [-2.327, -1.976, 0.932], [0.847, -2.514, 1.448], [0.852, 1.452, -1.949], [2.257, 1.092, -1.465], [1.767, 1.435, -2.247], [2.003, 0.410, 0.524], [3.012, -0.595, -0.201], [2.939, 0.342, 0.034]], "lowdin_charge": [-0.02, -0.52, 0.08, -0.39, -0.27, -0.19, -0.57, 0.67, 0.13, 0.10, 0.10, 0.10, 0.09, 0.05, 0.07, -0.15, 0.00, -0.01, -0.10, -0.02, 0.02, -0.17], "orbital_gap_ev": 8.0, "total_energy_ha": -913.5902, "e_homo_ev": -4.85, "de_lowest_kcal_mol": 9.6, "charge": -1}

---

No. 9
{"formula": "C4H12NOS", "method": "wB97M-V/def2-TZVPD", "species": ["C", "N", "C", "C", "S", "C", "H", "H", "H", "H", "H", "H", "H", "H", "H", "H", "H", "H", "O"], "coordinates": [[-1.917, -0.344, -1.018], [-0.588, -0.852, -0.632], [-0.209, -0.412, 0.735], [-0.161, 1.143, 0.789], [0.839, 1.768, 2.193], [1.212, -1.047, 0.935], [-2.593, -0.378, -0.132], [-1.857, 0.720, -1.310], [-2.102, -0.851, -1.985], [-0.707, -1.861, -0.584], [-0.882, -0.667, 1.558], [0.320, 1.511, -0.103], [-1.192, 1.525, 0.786], [1.050, -2.099, 1.245], [1.576, -0.555, 1.829], [1.863, -0.952, 0.070], [2.238, 1.724, -1.130], [1.232, 0.499, -1.437], [1.877, 1.129, -1.807]], "lowdin_charge": [-0.15, -0.13, -0.49, -0.73, 0.13, -0.12, 0.08, 0.07, 0.08, 0.09, 0.12, 0.00, 0.04, 0.06, -0.02, 0.06, 0.04, -0.01, -0.10], "orbital_gap_ev": 6.2, "total_energy_ha": -687.7932, "e_homo_ev": -2.51, "de_lowest_kcal_mol": 21.9, "charge": -1}

---

No. 10
{"formula": "C4H12NOS", "method": "wB97M-V/def2-TZVPD", "species": ["C", "N", "C", "C", "S", "C", "H", "H", "H", "H", "H", "H", "H", "H", "H", "H", "H", "H", "O"], "coordinates": [[0.530, 0.382, 3.027], [-0.473, 0.428, 1.965], [-0.099, -0.333, 0.764], [-1.005, 0.161, -0.378], [-0.488, -0.441, -2.008], [-0.292, -1.813, 0.963], [0.470, -0.536, 3.628], [1.564, 0.478, 2.670], [0.371, 1.234, 3.696], [-0.541, 1.398, 1.689], [0.908, -0.071, 0.424], [-2.028, -0.170, -0.195], [-1.035, 1.251, -0.441], [0.581, -2.261, 1.455], [-0.368, -2.291, -0.019], [-1.176, -2.049, 1.542], [1.950, 1.876, -1.303], [1.047, 0.876, -2.117], [1.702, 1.662, -2.204]], "lowdin_charge": [-0.16, -0.11, -0.53, -0.69, 0.30, -0.11, 0.07, 0.07, 0.06, 0.08, 0.11, 0.04, 0.04, 0.06, 0.03, 0.07, -0.02, -0.13, -0.20], "orbital_gap_ev": 6.5, "total_energy_ha": -687.8189, "e_homo_ev": -2.89, "de_lowest_kcal_mol": 5.7, "charge": -1}

---

What is the formula in the third record? C4H12NO3